No. 1
Density functional theory data (the ωB97M-V functional and the def2-TZVPD basis) for a molecular structure, C48H41AsF6NP2PdSb in a non-equilibrium geometry.

```
101
C48H41AsF6NP2PdSb | OMol25 | the ωB97M-V functional and the def2-TZVPD basis
C -6.23 2.52 1.32
H -3.26 6.00 3.34
H -1.74 1.69 -1.55
Sb 0.66 -3.75 -0.76
H -7.10 3.15 1.48
F -0.29 -3.71 -2.39
C 1.72 4.54 2.46
C 1.16 3.35 -3.46
H 2.72 -1.21 -4.40
C -2.02 4.76 2.10
C 5.23 0.06 -2.51
C -0.25 -2.17 3.48
H 1.86 -2.76 3.67
H 1.91 3.88 -4.03
H 1.44 -0.59 -2.38
C 2.13 2.07 2.36
C -0.85 -1.20 2.60
H -4.32 -2.48 1.10
C -3.12 -1.48 -0.38
C -4.02 0.89 0.94
H -2.90 -1.72 2.54
C 2.50 -0.40 -2.43
H -2.57 -0.08 3.10
C 0.65 6.00 0.64
C 4.52 0.37 -1.36
C 2.90 3.02 0.16
C -4.03 -3.43 -2.13
Pd -0.27 0.52 0.01
C -4.42 -3.45 -0.80
C 1.74 3.16 3.02
H 2.95 5.11 -0.31
H -5.07 3.48 2.85
H 0.80 8.06 0.55
C -5.10 2.70 2.10
C -0.52 1.64 -3.32
P -2.53 -0.13 0.68
H -2.05 -0.69 -2.07
C 2.65 4.45 0.50
F 0.75 -5.61 -0.81
H 3.39 -0.72 1.92
C -3.99 1.90 1.90
C -3.12 5.56 2.36
C -5.15 0.73 0.14
C 0.87 3.75 -2.16
F 1.78 -3.72 0.78
C 1.17 4.64 1.00
H 1.39 4.60 -1.73
C 3.15 0.14 -1.32
H 5.04 0.79 -0.50
H -4.91 6.43 1.55
C -4.05 5.81 1.35
H -1.10 0.86 -3.79
C -0.09 3.08 -1.41
H 0.76 1.92 -5.01
H -5.08 -4.23 -0.44
N 0.12 -0.59 1.88
C -6.26 1.54 0.34
H 4.35 6.68 2.42
H 2.90 8.38 1.63
C 4.59 -0.50 -3.60
H -5.17 -0.04 -0.62
C 2.58 7.35 1.52
C 3.22 -0.74 -3.56
H 3.95 4.34 2.31
C -2.73 -1.46 -1.71
H -7.14 1.41 -0.27
H 2.10 1.13 2.90
F -0.84 -3.79 0.40
F 2.22 -3.22 -1.70
C 1.09 -2.14 3.23
As -0.21 3.19 0.52
C -3.98 -2.47 0.08
P 2.13 0.45 0.13
H -4.58 5.46 -0.69
H -1.29 4.56 2.88
C -3.86 5.27 0.09
C -2.27 -0.85 2.38
C -3.20 -2.42 -2.59
H -2.89 -2.41 -3.63
H 3.22 2.81 -0.85
C 1.29 -1.18 2.17
H -2.60 4.07 -1.17
H 1.46 3.06 4.07
C -2.75 4.48 -0.17
F 0.33 -1.78 -0.67
H 2.68 -1.80 0.73
H -0.29 6.04 0.12
H 5.16 -0.76 -4.48
C -1.82 4.23 0.83
H -0.77 -2.79 4.19
C 0.50 2.26 -4.02
C 3.41 6.39 1.97
H 6.30 0.24 -2.54
C 1.29 7.15 0.88
H -4.36 -4.21 -2.80
C -0.82 2.05 -2.02
H 1.29 5.26 3.15
C 3.13 4.92 1.90
H -3.10 2.05 2.50
C 2.58 1.99 0.96
C 2.48 -0.90 1.34
```

The expectation value of S² is 3.7746. Its LUMO energy (spin up / spin down) is -2.734 / -4.683 eV. For the HOMO energy (spin up / spin down), the calculation gives -10.130 / -10.711 eV. The calculation puts the energy at -5794.0947 Eh. The total charge is +1. The value obtained for the HOMO-LUMO gap (spin up / spin down) is 7.4 / 6.0 eV. As for the spin multiplicity: 4.

Mulliken atomic charge list, values in e, 5 entries: -0.786, 0.420, 0.928, 1.982, 0.412

No. 2
Density functional theory data (the ωB97M-V functional and the def2-TZVPD basis) for 2 unconnected molecules or ions with the total composition C4H15N2O in a non-equilibrium geometry.

```
22
C4H15N2O | OMol25 | the ωB97M-V functional and the def2-TZVPD basis
H -0.54 2.28 -1.77
H -2.59 -1.23 0.78
H 1.56 -3.06 1.78
H -2.32 -0.32 -0.50
N -1.78 -0.85 0.22
H 2.44 0.33 -1.52
H -0.85 1.86 0.37
C -0.82 -0.17 1.14
H 0.64 1.41 1.22
H 0.52 1.32 -2.72
C -0.18 1.25 -1.91
C -0.14 1.05 0.55
H -1.36 -1.71 -0.18
H -0.10 -0.96 1.35
H 2.21 1.98 -1.14
H -1.00 0.63 -2.23
H 0.17 -3.45 2.31
N 0.50 0.73 -0.75
O 0.62 -3.07 1.55
H 2.36 0.89 0.17
C 1.92 0.96 -0.80
H -1.23 0.13 2.10
```

The expectation value of S² is 0.7505. Its LUMO energy (spin up / spin down) is 0.638 / 0.507 eV. For the HOMO energy (spin up / spin down), the calculation gives -3.318 / -8.640 eV. The calculation puts the energy at -345.9959 Eh. The total charge is 0. The value obtained for the HOMO-LUMO gap (spin up / spin down) is 4.0 / 9.1 eV. As for the spin multiplicity: 2.

Mulliken atomic charge list, values in e, 5 entries: 0.390, 1.129, 0.284, 0.591, -2.135

No. 3
Density functional theory data (the ωB97M-V functional and the def2-TZVPD basis) for a molecular structure, C5H8CuO5 in a non-equilibrium geometry.

```
19
C5H8CuO5 | OMol25 | the ωB97M-V functional and the def2-TZVPD basis
H 2.14 1.14 0.93
C 0.29 0.32 0.20
O -0.33 -1.74 1.21
O -1.29 -2.72 -0.52
C 0.28 1.56 -1.22
H 1.04 2.36 2.62
C -1.08 -2.69 0.72
C 1.14 0.90 1.32
O -1.52 1.35 -2.76
O -1.44 -3.60 1.50
Cu -2.28 -4.84 -0.28
H 1.32 0.14 2.10
H 0.92 -0.42 -0.32
C -0.37 1.08 -2.45
H -0.18 2.47 -0.83
H 0.25 0.46 -3.13
H 1.35 1.74 -1.41
O 0.52 2.04 1.88
H -0.78 0.46 0.45
```

The expectation value of S² is 0.7573. Its LUMO energy (spin up / spin down) is -1.981 / -2.132 eV. For the HOMO energy (spin up / spin down), the calculation gives -9.216 / -9.188 eV. The calculation puts the energy at -2211.8302 Eh. The total charge is 0. The value obtained for the HOMO-LUMO gap (spin up / spin down) is 7.2 / 7.1 eV. As for the spin multiplicity: 2.

Mulliken atomic charge list, values in e, 5 entries: 0.267, -0.540, -0.262, -0.668, -0.721

No. 4
Density functional theory data (the ωB97M-V functional and the def2-TZVPD basis) for a molecular structure, C46H61F5O4P2 in a non-equilibrium geometry.

```
118
C46H61F5O4P2 | OMol25 | the ωB97M-V functional and the def2-TZVPD basis
H -1.76 -0.65 2.82
C 2.72 -1.24 0.97
P -0.34 4.73 0.25
C 2.60 -2.26 3.13
H -0.97 6.66 1.10
H 0.63 -8.97 2.88
H -1.37 -8.81 -0.92
C -5.85 2.50 -1.33
C -2.67 1.39 2.73
H -3.41 5.42 -1.36
C -5.78 3.70 1.02
C -0.19 -8.90 -4.87
H -7.56 2.81 0.00
H -1.08 -5.48 -3.31
H -0.54 0.37 -1.87
C 1.10 -0.09 -4.79
C 5.80 4.70 3.93
H 5.79 -2.20 1.99
H -1.12 -9.82 1.33
O 1.25 4.88 -0.29
F -0.18 -3.43 -4.24
H -3.45 0.94 3.39
H 3.83 4.17 -1.50
F 2.27 -7.05 2.33
C -1.74 -7.49 -3.68
C 3.97 -2.46 3.10
C 1.33 -7.50 1.49
C 0.51 -8.54 1.89
C -3.33 4.69 0.68
C 0.23 -7.41 -0.63
H 5.66 6.57 4.97
C 0.39 -6.61 -4.39
H -1.94 0.29 -0.11
C -5.78 0.98 -0.84
H -1.03 -2.05 -2.23
C -0.83 -6.43 -3.75
H -5.19 2.85 1.40
H 2.02 -2.59 3.98
H 4.54 3.27 -0.13
C -2.69 5.49 -0.51
P 2.04 3.39 0.09
C -0.16 -0.14 -2.74
H 5.21 4.14 4.64
H 1.86 -6.12 -0.05
H 1.69 0.46 -5.51
C -1.40 -8.71 -4.24
C 3.70 3.28 -0.86
C -1.73 2.21 3.69
H 1.80 2.84 2.46
F 2.11 -0.65 -0.07
H -2.90 5.02 1.65
O -0.49 3.35 0.83
C -2.38 -0.30 0.72
H 3.16 2.10 -2.65
C 0.60 0.56 -3.66
H -1.16 3.01 3.17
H 0.12 -6.97 -1.62
H 6.99 7.81 3.30
H -5.22 5.50 -0.19
C 6.05 6.06 4.10
H 7.45 4.21 1.01
C 7.30 6.10 2.04
C 1.20 -6.93 0.24
C -3.94 -0.35 0.56
H -4.83 2.90 -1.52
H -1.06 1.46 4.17
C 4.72 -2.05 2.00
H 7.88 6.64 1.31
H 2.77 4.39 2.28
C -0.43 -1.49 -2.93
C 2.58 3.37 1.89
O -0.48 5.90 1.44
H -4.52 -0.03 1.45
H -4.18 -0.31 -1.59
C 3.78 1.97 -1.75
H -3.20 2.01 1.98
O -1.43 4.97 -0.98
H -2.63 6.57 -0.23
H 0.90 -1.47 2.06
C 6.80 6.75 3.16
H 4.83 1.75 -2.03
C -4.31 0.43 -0.76
C -0.61 -8.44 -0.24
H -6.32 0.39 -1.61
C 0.08 -2.12 -4.05
H -3.59 1.25 -0.96
C 0.85 -1.44 -4.98
H -2.00 -1.34 0.59
H -6.50 3.99 1.81
C -6.62 3.34 -0.26
H 1.66 -7.98 -5.46
H 3.54 2.80 1.99
H -2.31 2.64 4.53
H -6.29 0.83 0.13
H 3.40 1.12 -1.15
H -6.44 2.53 -2.27
C -4.88 4.97 0.73
C 1.97 -1.64 2.06
H -3.13 3.61 0.50
C -0.47 -9.01 1.03
H -5.04 5.67 1.58
H 4.65 -1.12 0.06
C 4.09 -1.44 0.93
H 4.47 -2.94 3.94
H 1.24 -1.96 -5.85
F 6.07 2.75 2.64
H -6.91 4.30 -0.74
H 0.80 1.61 -3.50
H 1.09 -5.79 -4.45
C 6.31 4.06 2.81
H 0.04 -9.87 -5.30
C 0.71 -7.84 -4.96
F -2.28 -9.72 -4.16
C -1.87 0.20 2.11
H -4.22 -1.41 0.38
H -2.70 -7.36 -3.19
C 7.06 4.74 1.87
H -0.83 0.58 1.94
```

Its LUMO energy is 0.307 eV. For the HOMO energy, the calculation gives -7.552 eV. The calculation puts the energy at -3272.4422 Eh. The total charge is 0. The value obtained for the HOMO-LUMO gap is 7.9 eV.

Mulliken atomic charge list, values in e, 5 entries: 0.399, 0.450, 0.547, -0.504, 0.367